The following is a quantum chemistry calculation of a molecular structure, C33H20N10ORh in a non-equilibrium geometry, from OMol25.

Geometry as XYZ:
```
65
Properties=species:S:1:pos:R:3
Rh 13.483 11.885 10.181
C 19.232 8.774 10.686
C 18.716 7.941 9.712
C 17.423 8.243 9.184
C 16.755 9.298 9.684
C 15.497 9.871 9.261
N 15.263 11.015 10.012
C 16.383 11.299 10.716
N 16.506 12.289 11.565
C 15.532 13.124 11.933
C 15.734 14.325 12.672
C 16.934 14.844 13.197
C 16.827 16.010 13.919
C 15.681 16.746 13.995
C 14.516 16.280 13.430
C 14.492 15.019 12.788
C 13.527 14.149 12.078
N 12.228 14.429 12.048
C 11.392 13.598 11.434
N 11.645 12.596 10.575
C 10.489 12.126 10.030
N 10.396 11.194 9.092
C 11.366 10.428 8.648
N 12.701 10.529 8.940
C 13.438 9.677 8.145
N 14.734 9.328 8.339
C 12.553 9.022 7.272
C 12.754 8.112 6.198
C 11.601 7.631 5.489
C 10.318 8.065 5.812
C 10.132 9.025 6.857
C 11.246 9.443 7.596
C 9.355 12.841 10.628
C 8.031 12.968 10.233
C 7.197 13.910 10.909
C 7.731 14.752 11.840
C 9.163 14.813 12.040
C 9.951 13.820 11.433
N 14.197 13.069 11.633
C 17.296 10.196 10.617
C 18.463 9.827 11.243
H 20.211 8.567 11.197
H 19.398 7.114 9.377
H 16.932 7.736 8.330
H 17.875 14.373 12.992
H 17.719 16.488 14.274
H 15.672 17.659 14.572
H 13.677 16.972 13.432
H 13.743 7.817 5.917
H 11.675 6.981 4.636
H 9.447 7.704 5.221
H 9.121 9.400 7.057
H 7.670 12.332 9.442
H 6.205 13.904 10.539
H 7.144 15.525 12.326
H 9.651 15.599 12.552
H 18.822 10.437 12.080
N 13.787 12.716 6.765
C 13.223 13.790 7.502
N 12.331 14.619 6.818
O 13.486 14.037 8.687
H 13.616 12.893 5.775
H 14.719 12.532 7.050
H 11.848 14.200 6.018
H 11.896 15.395 7.318
```

## Properties
**Multiplicity**: 5
**E_tot**: -2002.7353 Ha
**Charge**: +1
**HOMO level (spin up / spin down)**: -8.51 / -11.56 eV
**Energy above the lowest of the compared OMol25 structures with the same formula, charge and spin**: 23.1 kcal per mole

Atom charges from the Mulliken analysis, given in e for atoms 1 to 5: Rh 1.646; C -0.449; C -0.680; C 0.048; C 0.267